Entry 1:
The following is a quantum chemistry calculation of a 2-piece molecular cluster, C27H38FNO9S overall at a distorted geometry, from the OMol25 dataset.

- 2S+1 = 1
- LUMO (eV) = -1.3
- total energy (eV) = -62084.8593
- HOMO-LUMO gap (eV) = 8.4137

Atoms and positions in Å:
C 3.4930 -4.5857 3.5281
C 4.0543 -5.1055 2.2364
O 4.9586 -5.8938 2.1556
O 3.4434 -4.5643 1.1582
C 3.3948 -5.3747 -0.0284
C 1.9983 -5.2707 -0.6559
C 2.0301 -4.6067 -2.0295
C 0.6353 -4.2173 -2.5682
C 0.3714 -2.7140 -2.4833
C 0.2436 -2.2320 -1.0270
C -0.4382 -0.8878 -0.9242
C 0.3782 0.2220 -1.0604
C -0.1525 1.4907 -0.9851
C -1.5117 1.6884 -0.7708
C -2.3708 0.6037 -0.6065
C -3.8075 0.8644 -0.2537
C -3.8889 0.7983 1.2693
O -3.5316 1.7652 1.9060
N -4.3291 -0.4052 1.8392
C -3.8522 -0.5280 3.2251
C -5.8123 -0.4637 1.7391
C -1.8076 -0.6823 -0.6945
S -2.8180 -2.1268 -0.4577
O -2.4070 -2.7870 0.7343
O -4.1894 -1.8889 -0.7347
F -2.3252 -3.0153 -1.6478
C -1.9408 3.1272 -0.6826
O -2.9700 3.5610 -1.1388
C -0.9409 4.0559 -0.0413
C -1.4896 5.1679 0.8011
C -1.6303 4.7118 2.2640
C -0.3068 4.4278 2.9480
O -0.4976 4.5264 4.3552
C 0.3592 3.8341 -0.2657
C 0.7529 2.6784 -1.0946
O 1.7277 2.6631 -1.8148
H 3.8472 -5.1979 4.3494
H 2.4059 -4.5610 3.4914
H 3.8261 -3.5559 3.6662
H 3.6531 -6.4049 0.2042
H 4.1482 -5.0083 -0.7268
H 1.3857 -4.6786 0.0240
H 1.5791 -6.2736 -0.7366
H 2.5424 -5.2516 -2.7453
H 2.6346 -3.6967 -1.9587
H 0.4938 -4.5737 -3.5864
H -0.1084 -4.7000 -1.9276
H -0.5697 -2.5159 -2.9961
H 1.1499 -2.1490 -2.9978
H -0.2210 -2.9694 -0.3773
H 1.2562 -2.0732 -0.6499
H 1.4401 0.1069 -1.2299
H -4.0860 1.8820 -0.4996
H -4.4928 0.1961 -0.7589
H -3.9532 -1.5685 3.5262
H -2.7973 -0.2681 3.2575
H -4.3894 0.1357 3.9044
H -6.2444 -0.3381 2.7294
H -6.1179 -1.4133 1.3029
H -6.1854 0.3304 1.0934
H -2.4940 5.3991 0.4502
H -0.8483 6.0457 0.7325
H -2.2418 3.8085 2.2917
H -2.1712 5.4640 2.8390
H 0.4745 5.1199 2.6094
H 0.0242 3.4153 2.6936
H 0.2332 4.0728 4.7822
H 1.1271 4.4726 0.1526
C 4.9379 4.1536 -2.6996
C 4.3424 4.5808 -4.0261
O 3.6297 3.5137 -4.6426
H 5.6059 3.3030 -2.8392
H 5.4963 4.9643 -2.2279
H 4.1403 3.8414 -2.0223
H 5.1201 4.8780 -4.7285
H 3.6719 5.4357 -3.8820
H 2.9323 3.2417 -4.0352

=====

Entry 2:
The following is a quantum chemistry calculation of C27H38NOOs as an isolated structure at a distorted geometry, from the OMol25 dataset.

- 2S+1 = 5
- LUMO (alpha / beta) (eV) = 2.3 / 1.0
- total energy (eV) = -34613.1649
- HOMO-LUMO gap (alpha / beta) (eV) = 2.3180 / 5.0624
- expectation value of S² = 6.07
- charge = -1

Atoms and positions in Å:
Os 0.3768 0.7190 0.1833
C 2.1952 0.6988 1.3941
C 2.3938 -0.1380 0.2714
C 2.2604 0.6528 -0.8993
H 2.5953 -1.1987 0.2977
C 1.9515 1.9793 -0.4985
C 1.9139 2.0103 0.9279
H 1.6266 2.8542 1.5435
H 2.1911 0.3601 2.4262
H 2.3249 0.2896 -1.9182
H 1.7179 2.7967 -1.1682
C -1.6207 0.1667 0.8171
C -1.3691 1.5129 1.1894
C -1.0983 2.2508 0.0125
H -1.3536 1.9113 2.2030
C -1.2229 1.3698 -1.0954
C -1.5465 0.0754 -0.5986
H -1.6531 -0.8278 -1.1913
H -1.7496 -0.6671 1.5015
H -0.8251 3.3051 -0.0294
H -1.0626 1.6281 -2.1354
O 1.5832 -2.7077 -1.1649
C -0.5449 -0.0861 -4.9656
C 0.0415 -1.2321 -4.5624
C 0.2223 1.1856 -5.1989
C -2.0156 -0.0245 -5.2490
C 1.0205 -2.7754 -2.2575
H 1.1084 -1.3042 -4.3997
H -0.5344 -2.1480 -4.4023
H -0.0817 -2.9122 -2.3162
H 1.6231 -2.7965 -3.1930
H -0.1085 1.6428 -6.1386
H 1.2949 0.9785 -5.2622
H 0.0599 1.9573 -4.4242
H -2.1901 0.1042 -6.3226
H -2.5036 0.8356 -4.7661
H -2.5093 -0.9454 -4.9252
C -1.3410 -2.3606 7.6745
C -0.9183 -1.5228 6.4960
C -0.4955 -0.1999 6.6553
C -0.0818 0.5583 5.5489
C 0.3307 1.9823 5.7862
C -0.0673 -0.0177 4.2863
C -0.4761 -1.3843 4.0540
C -0.9484 -2.0701 5.2238
N -0.3854 -1.8841 2.8028
C -0.5796 -3.3445 2.5889
C 0.3535 -4.1778 3.4690
C -2.0450 -3.7240 2.7988
C -0.2731 -3.7199 1.1367
H -0.5100 -2.5159 8.3754
H -2.1590 -1.8876 8.2321
H -1.6852 -3.3479 7.3424
H -0.4950 0.2489 7.6499
H -0.4956 2.5511 6.2350
H 1.1721 2.0284 6.4913
H 0.6282 2.4782 4.8564
H 0.2848 0.5604 3.4229
H -1.3353 -3.0852 5.1347
H 0.1394 -4.1012 4.5372
H 0.2705 -5.2354 3.1958
H 1.3888 -3.8499 3.3195
H -2.6808 -3.0934 2.1645
H -2.1917 -4.7752 2.5258
H -2.3965 -3.5940 3.8233
H -0.9155 -3.1959 0.4162
H 0.7655 -3.5513 0.8389
H -0.4703 -4.7966 1.0323

=====

Entry 3:
The following is a quantum chemistry calculation of C27H39BN6S7SbTc as an isolated structure, from the OMol25 dataset.

- 2S+1 = 1
- LUMO (eV) = -14.6
- ΔE to the lowest compared entry with this formula, charge and spin (eV) = 0.5057
- total energy (eV) = -122794.4152
- HOMO-LUMO gap (eV) = 5.3077
- charge = +4

Atoms and positions in Å:
Tc -0.1745 0.5378 -4.0514
C 4.0716 -2.1942 -2.5020
C 2.8118 -2.0211 -1.7130
C 2.5468 -2.7155 -0.5495
C 1.3387 -2.5353 0.1535
N 0.4521 -1.6326 -0.2532
N 0.7170 -0.9354 -1.3374
B -0.1849 0.2735 -1.6792
N -1.6154 0.1753 -1.0847
N -1.7303 0.1879 0.2321
C -2.9556 0.2385 0.7620
C -4.0836 0.3761 -0.0669
C -3.9737 0.3106 -1.4403
C -5.1638 0.4055 -2.3454
C -2.6635 0.1842 -1.9117
S -2.3233 0.0528 -3.6233
C -3.0742 0.1104 2.2682
C -4.4635 0.5115 2.7674
C -2.0081 0.9764 2.9423
C -2.8292 -1.3744 2.5981
N 0.5357 1.6092 -1.2540
N 1.1306 1.4911 -0.0741
C 1.8318 2.5158 0.3989
C 1.8563 3.7373 -0.3039
C 1.2224 3.8775 -1.5196
C 1.2561 5.1429 -2.3189
C 0.5862 2.7218 -1.9944
S -0.0136 2.6880 -3.6550
C 2.5999 2.2942 1.6912
C 1.5902 2.2699 2.8473
C 3.3280 0.9445 1.6047
C 3.6207 3.4094 1.9275
C 1.8056 -1.1271 -2.0940
S 1.8979 -0.1450 -3.5364
C 0.9880 -3.3008 1.4155
C 0.9496 -2.2865 2.5737
C 2.0263 -4.3790 1.7300
C -0.3850 -3.9647 1.2136
H 4.5743 -3.1179 -2.2252
H 4.7582 -1.3682 -2.3014
H 3.8824 -2.2164 -3.5754
H 3.2747 -3.4218 -0.1736
H -5.0573 0.5097 0.3836
H -6.0672 0.1107 -1.8161
H -5.0670 -0.2224 -3.2302
H -5.2972 1.4370 -2.6798
H -4.6876 1.5617 2.5703
H -4.4944 0.3733 3.8473
H -5.2573 -0.1126 2.3545
H -2.1522 2.0360 2.7248
H -1.0145 0.6733 2.6217
H -2.0702 0.8445 4.0218
H -3.6005 -2.0134 2.1638
H -2.8608 -1.5065 3.6792
H -1.8552 -1.7021 2.2393
H 2.4110 4.5716 0.1029
H 1.7255 5.9420 -1.7502
H 0.2493 5.4667 -2.5888
H 1.8272 5.0081 -3.2401
H 0.8300 1.5117 2.6812
H 1.1035 3.2382 2.9739
H 2.1133 2.0362 3.7739
H 2.6245 0.1244 1.4529
H 3.8578 0.7667 2.5394
H 4.0674 0.9451 0.8009
H 3.1500 4.3813 2.0809
H 4.3485 3.4845 1.1169
H 4.1737 3.1878 2.8393
H 1.9505 -1.9107 2.7929
H 0.5789 -2.7803 3.4713
H 0.3026 -1.4385 2.3485
H 3.0069 -3.9576 1.9582
H 2.1245 -5.1085 0.9237
H 1.7042 -4.9262 2.6151
H -1.1319 -3.2571 0.8513
H -0.7335 -4.3663 2.1642
H -0.3151 -4.7965 0.5107
S -2.3271 -2.8345 -4.2689
Sb -2.2887 -2.8589 -6.6704
S -0.8242 0.1985 -6.0791
S -0.4575 -2.5739 -5.0310
S -2.6008 -0.3492 -6.7924

=====

Entry 4:
The following is a quantum chemistry calculation of a 9-piece molecular cluster, C27H39Cl12N3 overall at a distorted geometry, from the OMol25 dataset.

- 2S+1 = 1
- LUMO (eV) = 0.3
- ΔE to the lowest compared entry with this formula, charge and spin (eV) = 1.3583
- total energy (eV) = -183370.7410
- HOMO-LUMO gap (eV) = 10.1525

Atoms and positions in Å:
N -3.8629 -0.2866 -0.7876
C -5.1647 -0.0618 -0.6127
C -5.8633 -0.5784 0.4598
C -5.1507 -1.3524 1.3622
C -3.8488 -1.6798 1.1676
C -3.2107 -1.0560 0.1073
H -5.5393 0.6117 -1.3764
H -6.8828 -0.3078 0.6985
H -5.8292 -1.7637 2.1526
H -3.3873 -2.3986 1.8333
H -2.1378 -1.0591 -0.1131
N -0.0763 0.0599 1.4338
C -0.3136 -0.8893 2.3853
C 0.1031 -2.1790 2.2442
C 0.6511 -2.5795 0.9905
C 0.8658 -1.5949 0.0827
C 0.5336 -0.2849 0.3432
H -0.9210 -0.5584 3.2165
H 0.0573 -2.8534 3.0857
H 0.9617 -3.6021 0.7791
H 1.2555 -1.9656 -0.8604
H 0.8394 0.4580 -0.3594
N 2.9719 0.0669 -2.0239
C 2.1808 -0.0521 -3.0335
C 2.3343 -0.9924 -4.0451
C 3.3811 -1.9311 -3.9850
C 4.1688 -1.8266 -2.8485
C 3.9769 -0.8296 -1.9021
H 1.3586 0.6346 -3.1945
H 1.6035 -1.0108 -4.8691
H 3.5937 -2.6864 -4.7519
H 5.0189 -2.4912 -2.6654
H 4.5584 -0.8016 -0.9530
Cl 3.6114 4.7928 -1.9743
C 5.0555 3.7320 -1.8437
C 5.6669 3.7330 -0.4521
Cl 6.4511 5.3060 0.0267
H 5.6922 3.9693 -2.6636
H 4.6877 2.7434 -2.0175
H 6.4920 3.0033 -0.3653
H 4.8939 3.5333 0.3166
Cl -1.9326 4.6798 0.0404
C -2.3285 3.1190 -0.8054
C -1.1048 2.1926 -0.9292
Cl -0.1191 2.7609 -2.2491
H -2.7787 3.3755 -1.6979
H -3.0818 2.6136 -0.1390
H -1.5254 1.1918 -1.1216
H -0.5468 2.0904 -0.0073
Cl -0.2412 -6.4612 1.6283
C 0.7248 -7.7975 2.4357
C 2.1889 -7.6304 2.2187
Cl 2.7087 -8.3498 0.6541
H 0.4356 -8.7654 2.0061
H 0.5257 -7.6121 3.5097
H 2.7856 -8.1024 2.9917
H 2.5736 -6.6091 2.2314
Cl -3.1709 1.7473 -4.4976
C -2.9944 0.0488 -3.8691
C -1.9001 -0.5655 -4.6873
Cl -1.3124 -2.0598 -3.9039
H -3.9642 -0.5293 -4.0691
H -2.6667 0.1197 -2.7845
H -1.1022 0.0626 -4.9321
H -2.2452 -0.8693 -5.6359
Cl 2.7359 5.6820 3.3404
C 1.4432 4.5656 2.8581
C 1.6580 3.1012 3.2547
Cl 2.9214 2.3805 2.1738
H 1.3554 4.5143 1.7778
H 0.4447 4.8547 3.3445
H 0.7514 2.4657 3.0906
H 2.0256 3.0481 4.3180
Cl -3.3305 0.4091 3.9876
C -2.6664 1.5507 2.7260
C -3.1759 2.9549 3.1206
Cl -2.0445 3.6594 4.2999
H -2.9435 1.1198 1.7835
H -1.5321 1.5455 2.7051
H -4.1997 2.9566 3.6223
H -3.1476 3.5708 2.2225

=====

Entry 5:
The following is a quantum chemistry calculation of one molecule with the formula C27H39N3O6S, from the OMol25 dataset.

- 2S+1 = 1
- LUMO (eV) = 0.5
- ΔE to the lowest compared entry with this formula, charge and spin (eV) = 0.0000
- total energy (eV) = -56225.8951
- HOMO-LUMO gap (eV) = 9.2299

Atoms and positions in Å:
C -6.2672 -1.4523 0.7473
H -6.6149 -1.2018 -0.2526
H -6.5641 -2.4750 0.9694
H -6.7608 -0.7913 1.4554
C -4.7503 -1.3036 0.8488
C -4.2764 -1.6368 2.2607
H -4.4259 -2.6931 2.4740
H -3.2242 -1.3985 2.3873
H -4.8403 -1.0582 2.9887
C -4.0866 -2.2032 -0.2001
H -4.3283 -3.2477 0.0024
H -4.4807 -1.9457 -1.1870
C -2.5544 -2.0661 -0.2376
N -2.1447 -0.6979 -0.4242
C -1.4011 -0.0177 0.4665
O -1.1322 -0.4489 1.5697
C -0.9585 1.3654 -0.0514
C -2.2227 2.0897 -0.4684
C -2.4368 2.5969 -1.7426
C -3.6250 3.2390 -2.0537
C -4.6169 3.3786 -1.1008
C -4.4132 2.8765 0.1743
C -3.2273 2.2404 0.4862
H -3.0723 1.8503 1.4813
H -5.1813 2.9793 0.9264
H -5.5428 3.8757 -1.3482
H -3.7730 3.6295 -3.0498
H -1.6820 2.5025 -2.5074
C -0.2537 2.1488 1.0793
C 1.2688 2.0713 0.9553
N 1.6612 0.7193 0.6167
C 2.3278 -0.0012 1.5375
O 2.6599 0.4636 2.6119
C 2.6448 -1.4846 1.2662
N 3.1735 -1.7705 -0.0516
C 4.1179 -1.0101 -0.6755
O 4.5162 -1.2483 -1.7918
O 4.4990 -0.0089 0.1219
C 5.4504 0.9866 -0.3301
C 5.5932 1.9208 0.8709
H 6.2574 2.7445 0.6265
H 5.9946 1.3753 1.7201
H 4.6202 2.3118 1.1552
C 6.7873 0.3288 -0.6677
H 6.6750 -0.3392 -1.5174
H 7.5191 1.0939 -0.9114
H 7.1459 -0.2432 0.1853
C 4.8888 1.7384 -1.5364
H 3.9346 2.1946 -1.2805
H 4.7476 1.0568 -2.3714
H 5.5821 2.5197 -1.8348
C 2.7202 -2.9984 -0.6293
H 3.2786 -3.8630 -0.2501
H 2.7858 -2.9576 -1.7163
S 0.9894 -3.1580 -0.0993
C 1.3989 -2.3577 1.4879
H 0.5358 -1.7722 1.8038
H 1.5876 -3.1408 2.2214
H 3.3942 -1.7395 2.0306
C 1.2157 0.2752 -0.6888
H 2.0380 0.3409 -1.4141
C 0.0444 1.1269 -1.1888
H -0.4166 0.5942 -2.0218
H 0.4020 2.0888 -1.5597
H 0.8907 -0.7651 -0.6393
H 1.6397 2.7579 0.1872
H 1.7382 2.3227 1.9074
H -0.5459 1.7091 2.0345
H -0.5653 3.1941 1.0659
H -2.2972 -0.3195 -1.3472
C -2.0188 -2.8901 -1.3981
O -1.6233 -2.4147 -2.4296
O -2.0804 -4.1958 -1.1619
H -1.7154 -4.6977 -1.9082
H -2.1147 -2.4305 0.6942
H -4.4892 -0.2631 0.6267

=====

Entry 6:
The following is a quantum chemistry calculation of C27H40BBrCl2NbO11 as an isolated structure at a distorted geometry, from the OMol25 dataset.

- 2S+1 = 1
- LUMO (eV) = -0.2
- ΔE to the lowest compared entry with this formula, charge and spin (eV) = 0.0000
- total energy (eV) = -148482.7161
- HOMO-LUMO gap (eV) = 4.3103
- charge = -1

Atoms and positions in Å:
C 0.0663 -5.0554 -2.3625
C 1.0930 -4.5474 -3.3913
C 1.7138 -3.1850 -3.0253
C 1.7306 -2.1638 -4.1711
C 2.8843 -1.1514 -4.1176
C 2.4680 0.2145 -3.5733
C 1.9984 0.1863 -2.1200
C 3.0949 -0.2018 -1.1196
C 2.9348 0.4657 0.2627
C 4.2422 0.9663 0.9055
Nb 4.2418 2.9540 1.8684
Br 4.1495 5.4731 2.4685
C 1.9547 2.9101 2.1774
O 1.7948 3.3456 3.5238
C 0.8594 2.6607 4.3134
B 3.8124 3.5984 -0.3808
O 4.8040 3.9711 -1.2880
O 2.5088 3.5884 -0.9245
C 5.1057 2.2052 3.8859
Cl 6.3517 3.2037 4.5930
C 4.7379 1.1104 4.5515
C 3.6929 0.1307 4.0784
Cl 5.4232 0.6272 6.0978
H 0.0352 -4.3921 -1.4943
H -0.9403 -5.0738 -2.7844
H 0.2951 -6.0578 -1.9961
H 0.5977 -4.4421 -4.3607
H 1.8819 -5.2949 -3.5031
H 1.1398 -2.7782 -2.1863
H 2.7359 -3.3271 -2.6594
H 0.7886 -1.6031 -4.1558
H 1.7708 -2.7113 -5.1189
H 3.3408 -1.0340 -5.1048
H 3.6725 -1.5626 -3.4743
H 3.2983 0.9244 -3.6654
H 1.6598 0.6117 -4.1995
H 1.6228 1.1776 -1.8526
H 1.1668 -0.5266 -2.0399
H 3.1045 -1.2915 -0.9981
H 4.0693 0.0599 -1.5513
H 2.4980 -0.2782 0.9420
H 2.2021 1.2684 0.1731
H 4.9799 1.1102 0.1026
H 4.6906 0.2124 1.5623
H 5.9242 3.2404 1.2087
H 1.4998 1.9232 2.0146
H 1.4294 3.5965 1.4984
H 0.0202 3.3234 4.5640
H 1.3265 2.3298 5.2469
H 0.4575 1.7804 3.7980
H 4.8507 3.3794 -2.0532
H 1.9807 4.3228 -0.5829
H 2.8964 0.6412 3.5345
H 3.2461 -0.3881 4.9255
H 4.1305 -0.6375 3.4337
C -4.8525 -2.4302 -0.5860
C -3.6034 -2.3041 -1.0558
C -3.2494 -2.5525 -2.5100
O -2.0817 -2.3871 -2.8086
C -4.2909 -2.9639 -3.4241
C -5.5398 -3.0875 -2.9526
C -5.8962 -2.8127 -1.5007
O -7.0748 -2.9412 -1.2113
O -6.5832 -3.4498 -3.6800
O -2.5662 -1.9496 -0.3180
H -5.1134 -2.2503 0.4463
H -4.0287 -3.1530 -4.4552
H -7.3454 -3.4422 -3.0646
H -1.7934 -1.9338 -0.9192
C -6.8228 1.1789 2.0659
C -7.0811 2.1847 2.9152
C -5.9868 3.0619 3.5038
O -6.3683 3.9486 4.2493
C -4.6156 2.7957 3.1578
C -4.3520 1.7870 2.3098
C -5.4500 0.9263 1.7048
O -5.0801 0.0557 0.9366
O -3.1416 1.4456 1.9224
O -8.2889 2.5239 3.3275
H -7.5942 0.5527 1.6409
H -3.8414 3.4134 3.5901
H -3.2370 0.6876 1.3116
H -8.1564 3.2870 3.9283